No. 1
Density functional theory data (ωB97M-V with the def2-TZVPD basis set) for a structure of composition C2H3N4S2 in a non-equilibrium geometry.

```
11
Properties=species:S:1:pos:R:3:lowdin_spin:R:1
C 0.7947 -1.0059 1.6011 0.084
C -0.8520 1.3049 -0.8548 0.120
N 1.6607 -0.0764 1.2693 0.269
N 0.0913 -1.5991 0.6780 0.144
N 0.1354 1.9154 -0.4404 0.748
N -1.0124 -0.0332 -1.1178 0.067
S 1.8503 0.4278 -0.1870 0.472
S 0.1932 -1.2056 -0.8501 0.052
H 0.6906 -1.3042 2.6328 0.000
H -1.7517 1.8973 -1.0471 0.042
H -1.8000 -0.3210 -1.6839 0.004
```

For the HOMO energy (spin up / spin down), the calculation gives -12.762 / -15.169 eV. Its net charge is +1. The value obtained for the LUMO energy (spin up / spin down) is -6.353 / -8.167 eV. The molar mass comes out at 147.21 g mol⁻¹. For the orbital gap (spin up / spin down), the calculation gives 6.4 / 7.0 eV. As for the expectation value of S²: 2.02. As for the spin multiplicity: 3. The calculation puts the energy at -29740.695 eV.


No. 2
Density functional theory data (ωB97M-V with the def2-TZVPD basis set) for the molecule C5H8N2.

```
15
Properties=species:S:1:pos:R:3:mulliken_charge:R:1
C -0.9909 1.1543 0.0848 -1.364
C -0.3861 -0.2048 -0.1903 1.244
C 0.9885 -0.1888 -0.7699 -0.875
C 1.9216 0.6224 -0.3617 0.407
N 2.8245 1.3198 0.1012 -0.654
C -0.8046 -1.3490 0.6618 -0.646
N -1.2082 -1.2744 -0.7425 -0.676
H -0.3576 1.7283 0.7723 0.347
H -1.0751 1.7276 -0.8444 0.310
H -1.9831 1.0622 0.5417 0.398
H 1.2616 -0.9420 -1.4941 0.424
H 3.2243 0.7498 0.8481 0.267
H -1.5528 -1.1582 1.4316 0.267
H -0.0903 -2.1328 0.9045 0.272
H -2.1747 -0.9745 -0.8325 0.279
```

For the HOMO energy, the calculation gives -8.797 eV. Its net charge is 0. The value obtained for the LUMO energy is 0.892 eV. As for the SMILES: C[C@@]1(C=C=N)CN1. The molar mass comes out at 96.13 g mol⁻¹. For the orbital gap, the calculation gives 9.7 eV. The energy relative to the best compared isomer or geometry (same formula, charge and spin) comes out at 57.15 kcal per mole. As for the spin multiplicity: 1. The calculation puts the energy at -8292.518 eV.


No. 3
Density functional theory data (ωB97M-V with the def2-TZVPD basis set) for a structure of composition C45H45N5O2SSiW in a non-equilibrium geometry.

```
100
Properties=species:S:1:pos:R:3:lowdin_spin:R:1
W -0.1426 0.2982 0.5307 1.594
C -0.0269 3.7590 3.3572 -0.005
C -0.5818 4.7778 2.5946 0.024
C -0.9984 4.5032 1.3027 -0.002
C -0.8598 3.2239 0.7834 0.021
C -0.3048 2.1838 1.5173 0.001
C 0.1062 2.4858 2.8193 0.021
C -1.2809 2.8917 -0.5849 0.014
C -1.9097 3.8397 -1.4121 -0.001
C -2.2546 3.5109 -2.6753 0.011
C -1.8827 2.2556 -3.1912 0.001
C -2.1532 1.9022 -4.5364 0.002
C -1.7120 0.7191 -5.0406 -0.001
C -0.9262 -0.1271 -4.2222 0.003
C -0.6713 0.1892 -2.9212 0.003
C -1.2067 1.3572 -2.3401 0.008
N -1.0157 1.6652 -0.9875 0.014
H 0.2983 3.9552 4.3743 -0.001
H -0.6928 5.7758 3.0055 0.001
H -1.4289 5.3022 0.7102 0.000
H 0.5351 1.7168 3.4488 0.001
H -2.1373 4.8196 -1.0193 0.000
H -2.7684 4.2241 -3.3165 0.000
H -2.7093 2.5998 -5.1586 0.000
H -1.9274 0.4438 -6.0682 0.000
H -0.5143 -1.0445 -4.6304 0.000
H -0.0245 -0.4435 -2.3507 0.001
C -4.3055 -1.5860 1.1740 0.004
Si -3.4609 -0.4303 0.0017 0.014
C -3.6685 1.2550 0.7614 0.007
C -4.3235 -0.3674 -1.6290 0.003
N -1.7208 -0.8627 -0.1789 0.077
C -1.4381 -2.1277 -0.7534 0.004
C -2.4247 -3.0003 -1.2501 0.006
C -2.1098 -4.1697 -1.9252 -0.002
C -0.7855 -4.5131 -2.1535 0.008
C 0.2111 -3.6983 -1.6389 -0.001
C -0.1356 -2.5733 -0.9139 0.009
O 0.8462 -1.7221 -0.3269 0.035
C 2.1216 -2.2949 -0.0844 0.001
C 3.2515 -1.6051 -0.4606 0.001
C 4.5003 -2.1325 -0.1375 0.000
C 4.6025 -3.3409 0.5441 0.001
C 3.4457 -4.0196 0.9104 0.000
C 2.1969 -3.4958 0.6030 0.002
H -5.3819 -1.3535 1.1590 0.001
H -3.9524 -1.4155 2.1981 0.000
H -4.1945 -2.6513 0.9476 0.000
H -4.5591 1.2270 1.4050 0.001
H -3.8476 2.0182 -0.0102 0.000
H -2.8343 1.5882 1.3760 0.003
H -5.3624 -0.0508 -1.4483 0.000
H -4.3550 -1.3150 -2.1718 0.000
H -3.8611 0.3782 -2.2851 0.000
H -3.4703 -2.7508 -1.1252 0.000
H -2.9121 -4.8067 -2.2880 0.000
H -0.5237 -5.4078 -2.7088 0.000
H 1.2519 -3.9448 -1.8032 0.000
H 3.1436 -0.6676 -0.9830 0.000
H 5.3988 -1.5964 -0.4292 0.000
H 5.5756 -3.7575 0.7819 0.000
H 3.5085 -4.9602 1.4489 0.000
H 1.2953 -4.0245 0.9010 0.000
O 1.5473 1.0606 -0.6878 0.021
S 1.7673 2.3609 -1.5060 0.011
C 1.8377 1.8870 -3.2442 0.002
C 3.2645 1.4157 -3.5069 0.000
C 4.1487 2.4417 -2.8027 0.000
C 3.5639 2.6217 -1.3989 0.000
H 1.5958 2.8008 -3.8001 0.000
H 1.0523 1.1526 -3.4122 0.000
H 3.4697 1.3526 -4.5747 0.000
H 3.4099 0.4192 -3.0842 0.000
H 4.1098 3.3895 -3.3384 0.000
H 5.1931 2.1368 -2.7501 0.000
H 3.7374 3.6110 -0.9737 0.000
H 3.8994 1.8621 -0.6928 0.000
C -2.3129 -1.9265 4.5584 0.005
C -2.3046 -0.5475 4.4780 0.000
C -1.7187 0.0623 3.3835 0.006
N -1.1685 -0.6265 2.3793 0.013
C -1.2351 -1.9674 2.4397 0.007
C -1.7679 -2.6490 3.5058 0.001
H -2.7485 -2.4328 5.4138 0.000
H -2.7466 0.0690 5.2509 0.000
H -1.7038 1.1351 3.3031 0.000
H -0.8589 -2.5143 1.5887 0.000
H -1.7693 -3.7317 3.4968 0.000
N 3.1371 -3.6258 4.4682 -0.003
C 3.0679 -2.5933 3.9626 0.000
C 2.9407 -1.3175 3.2865 -0.001
C 3.9044 -0.3354 3.3509 0.017
C 3.6771 0.8303 2.6503 -0.002
C 2.5223 0.9628 1.9160 0.013
N 1.5871 0.0127 1.8396 0.001
C 1.8041 -1.1000 2.5221 0.019
H 4.8022 -0.4786 3.9431 0.001
H 4.3864 1.6491 2.6753 0.000
H 2.3183 1.8681 1.3834 0.001
H 1.0587 -1.8643 2.4807 0.001
```

For the HOMO energy (spin up / spin down), the calculation gives -12.121 / -12.616 eV. Its net charge is +2. The value obtained for the LUMO energy (spin up / spin down) is -5.539 / -6.041 eV. The molar mass comes out at 931.88 g mol⁻¹. For the orbital gap (spin up / spin down), the calculation gives 6.6 / 6.6 eV. As for the expectation value of S²: 2.02. The energy relative to the best compared isomer or geometry (same formula, charge and spin) comes out at 11.73 kcal per mole. As for the spin multiplicity: 3. The calculation puts the energy at -79468.814 eV.


No. 4
Density functional theory data (ωB97M-V with the def2-TZVPD basis set) for a cluster of 5 separate species, CH14NO4 in total in a non-equilibrium geometry.

```
20
Properties=species:S:1:pos:R:3:mulliken_charge:R:1
C 1.3926 -0.7036 1.7855 -0.707
N 1.4723 0.4859 0.8620 -0.249
H 0.7203 -1.3449 1.2517 0.290
H 0.9663 -0.3731 2.7251 0.289
H 2.3600 -1.1710 1.8161 0.360
H 2.2559 1.1173 1.0556 0.381
H 1.5600 0.0952 -0.0985 0.382
H 0.6565 1.1072 0.8856 0.317
H -1.7179 1.6094 0.8231 0.291
H -1.0334 2.6514 -0.1391 0.283
O -0.9803 1.7600 0.2215 -0.666
H -0.2051 -0.9532 -4.6972 0.304
H -1.1770 -1.8859 -3.9486 0.306
O -0.6041 -1.1209 -3.8379 -0.644
H 0.0721 -0.2852 -2.3718 0.374
H -0.0818 0.7318 -1.2205 0.379
O 0.5161 0.0503 -1.5687 -0.708
H -2.3094 -1.0426 1.5832 0.317
H -1.8796 -0.5036 2.8954 0.320
O -1.9833 -0.2244 1.9774 -0.619
```

For the HOMO energy, the calculation gives -14.890 eV. Its net charge is +1. The value obtained for the LUMO energy is -2.827 eV. The molar mass comes out at 104.13 g mol⁻¹. For the orbital gap, the calculation gives 12.1 eV. The energy relative to the best compared isomer or geometry (same formula, charge and spin) comes out at 11.17 kcal per mole. As for the spin multiplicity: 1. The calculation puts the energy at -10938.871 eV.